# 1
177
Properties=species:S:1:pos:R:3 method="wB97M-V/def2-TZVPD" e_lumo_ev=0.16 orbital_gap_ha=0.3404 total_energy_ev=-108127.719
H 0.458 -5.707 12.049
H -1.146 -2.788 -10.410
H 12.633 1.427 6.266
N -0.379 -7.458 -1.968
H -0.490 10.811 3.375
C -2.294 0.547 -0.048
C -1.376 2.968 -8.561
H -8.223 4.226 3.719
N 0.507 -3.949 10.074
H -3.357 -4.441 -12.738
H -4.761 -7.416 3.237
O 6.488 10.055 -0.553
C 6.367 1.868 8.883
C 0.079 -6.116 11.113
C -8.355 -1.643 -7.847
O -8.163 0.402 -8.956
H 7.858 3.246 9.036
O -8.463 3.061 5.360
H -9.805 4.470 4.572
H -2.188 0.786 2.578
O 0.355 2.207 -9.883
H -0.461 -3.412 -8.334
H 6.218 -3.946 4.543
H 0.719 0.148 2.842
H 6.079 -2.144 -3.857
C 7.210 0.813 9.596
H 7.069 -4.656 -5.842
H 0.095 -8.336 -2.123
C -1.041 0.666 0.848
O 5.753 9.400 1.567
H -8.026 -6.129 -0.094
O 4.693 8.812 -0.523
H -9.032 -0.538 -10.928
N -5.926 -5.969 2.209
C 10.737 1.870 3.841
H -0.988 -6.319 11.201
H 0.154 -5.300 -1.876
H 8.568 -6.012 -3.709
C 3.774 7.984 0.102
H -0.115 3.946 -6.500
O -7.794 -7.209 2.441
H -3.080 -0.018 0.454
H -1.951 9.950 5.020
N -2.048 9.620 4.070
H -8.391 4.889 -2.478
C 10.621 -5.236 4.163
H -5.714 -6.277 4.198
H -6.773 -0.351 5.877
C 9.223 -5.517 4.657
N -1.782 -3.432 -9.962
C 8.180 -6.037 -4.727
O 5.291 1.528 8.400
C -2.410 -8.668 -2.564
H -9.947 5.203 -3.198
H -3.992 7.627 5.382
C 6.717 -2.493 -4.669
H 9.030 -5.898 -5.395
O 11.278 0.986 4.721
C 0.410 -5.231 9.860
C 0.091 2.719 -8.853
H -1.596 -4.309 -12.575
H 0.367 1.793 3.009
H -4.249 -5.669 3.407
C 7.699 -3.661 -4.276
C 0.488 -6.304 -1.615
H 7.940 1.775 1.978
H -12.485 2.691 -4.534
H 6.037 -2.761 -5.477
H -8.669 4.393 -4.129
C -10.764 2.599 -3.232
N 8.307 -4.582 4.415
C 7.632 10.801 -0.082
C 0.855 3.479 -6.669
O -2.308 -6.317 -2.265
H 9.631 1.900 1.417
C -1.692 -7.381 -2.288
C -1.539 10.604 3.168
H -9.605 3.108 3.593
H -1.759 2.689 -7.579
H -0.488 0.764 4.058
H 11.273 -4.800 4.921
C -9.042 3.755 4.265
O 0.067 0.662 0.246
H -1.858 -4.594 -8.211
N 6.910 3.074 8.731
N 1.016 3.069 -7.970
H 8.594 -3.744 3.930
H -2.128 11.521 3.195
C -7.175 -6.276 1.887
H -3.116 -8.893 -1.766
H 1.989 3.048 -8.239
C -9.141 4.470 -3.149
H 3.349 8.331 1.044
H 0.885 2.542 -6.113
H -2.117 -2.871 -7.996
C 8.955 2.053 2.259
H 5.749 3.682 7.049
H 6.734 0.524 10.533
N 7.423 -4.788 -4.906
H 8.801 3.112 2.468
H -2.756 6.581 4.718
H 0.588 -3.577 11.010
H -7.693 -1.165 -7.126
H -2.813 -8.732 -3.575
H -2.763 1.521 -0.185
H 0.709 -6.327 -0.548
C -9.490 -2.615 -10.395
H 0.536 -7.091 10.943
H -10.192 -2.821 -11.203
H -1.719 -9.510 -2.546
H 7.242 -1.609 -5.030
C -6.311 0.530 6.323
H 1.009 -3.559 9.289
H 8.574 10.267 -0.208
H -7.924 -2.586 -8.182
H 7.450 -0.002 8.912
H -1.410 10.310 2.126
H -1.922 2.145 -9.023
H -5.432 0.801 5.738
C -7.834 -5.498 0.773
O 9.613 1.350 3.355
H -9.860 -3.011 -9.450
N -1.272 0.716 2.158
O 8.942 -6.567 5.286
H 13.169 2.105 4.718
C -2.968 7.610 5.009
O -11.098 1.482 -2.816
H 13.327 0.363 5.169
H -1.763 3.970 -8.745
C -2.750 8.510 3.810
O 8.498 -3.506 -3.375
H -9.314 2.676 -1.930
C 12.691 1.248 5.192
C -11.614 3.292 -4.272
H 6.854 -4.654 5.988
H -7.201 -4.652 0.507
H 1.412 -6.562 -2.133
H -2.167 -0.002 -0.981
H 10.651 -4.446 3.412
N -9.136 -1.186 -10.161
H -8.773 -5.110 1.169
H -11.077 3.417 -5.213
H 8.159 1.291 9.838
H 7.659 -6.985 -4.864
C -0.119 0.818 3.034
O 0.663 -5.696 8.770
H 7.527 11.153 0.944
H -5.999 0.430 7.362
C -1.515 -3.609 -8.527
N -9.739 3.221 -2.667
C -2.551 -3.922 -12.218
H 1.652 4.123 -6.297
H -2.264 7.918 5.783
O -7.192 1.726 4.021
H 2.824 7.860 -0.418
C -5.075 -6.376 3.321
C -2.435 -4.238 -10.767
H -9.314 -1.919 -7.407
C -8.533 -0.779 -9.050
C 6.932 -4.687 4.902
H 7.205 4.472 7.172
H -2.713 -2.869 -12.448
C 6.418 4.077 7.813
H 5.976 4.936 8.317
O -3.047 -5.195 -10.306
H 6.476 -5.631 4.603
O 11.168 2.989 3.523
O -3.221 8.236 2.734
H 4.124 6.975 0.325
H 7.607 11.685 -0.720
H -8.570 -3.132 -10.667
C -7.583 2.122 5.126
H 11.120 -6.172 3.910
O -7.159 1.677 6.326
H -11.779 4.313 -3.928
C 5.668 9.412 0.326
H -5.532 -5.408 1.467

***

# 2
29
Properties=species:S:1:pos:R:3 method="wB97M-V/def2-TZVPD" e_lumo_ev="-2.80 / -5.60" orbital_gap_ha="0.2288 / 0.2612" relative_energy_ev=0.000 total_charge=+1 total_energy_ev=-27031.655 spin_multiplicity=3
C -1.021 -1.782 1.230
H -0.810 -2.834 -0.440
H -3.506 -1.486 0.672
H 1.936 0.092 -1.560
O 1.687 -1.873 -1.219
H -3.242 2.668 -0.784
C 0.722 0.336 0.107
C 0.835 -1.786 -0.393
N 1.497 0.890 -0.989
C -0.772 0.448 0.076
C -0.042 -2.581 0.267
H -4.606 0.646 -0.031
H 0.923 1.342 -1.683
C -2.782 1.776 -0.506
C -1.440 1.563 -0.467
H -0.749 2.325 -0.911
C 2.813 1.540 -0.629
C -3.530 0.637 -0.109
H 4.017 1.413 1.196
H 3.642 1.465 -1.301
H 2.565 2.513 -0.520
H -1.943 -2.361 1.464
H -0.468 -1.602 2.086
H 3.682 -0.179 0.452
H 0.211 -3.561 0.721
C -2.970 -0.554 0.339
C 3.263 0.841 0.688
S 1.661 0.695 1.657
C -1.575 -0.591 0.588

***

# 3
31
Properties=species:S:1:pos:R:3 method="wB97M-V/def2-TZVPD" e_lumo_ev="-4.07 / -4.07" orbital_gap_ha="0.2600 / 0.2598" relative_energy_ev=2.487 total_charge=+1 total_energy_ev=-19183.866
C 0.762 0.279 0.585
C -2.716 0.796 -0.644
H 0.258 -1.656 -1.278
O 4.062 0.377 0.390
C -1.276 -0.847 0.933
H 2.495 0.802 -0.316
C -2.583 -1.125 0.809
N 1.501 1.171 -0.279
C 1.137 -2.224 -0.901
H -3.467 1.438 -1.139
C 3.988 -0.796 0.732
C -1.392 1.087 -0.624
O 2.960 -1.603 0.548
C -0.620 0.217 0.312
C 1.594 2.581 0.001
N -4.682 -0.253 0.055
H 0.819 -2.917 -0.147
H 4.700 -1.406 1.213
H 1.117 0.292 1.637
H 1.607 -2.713 -1.752
C -3.369 -0.248 0.041
H 0.695 3.124 0.405
H -3.046 -1.999 1.143
H 1.570 3.260 -0.917
H -0.863 2.019 -0.913
H 1.178 1.046 -1.234
H -0.578 -1.543 1.479
H 2.519 2.801 0.535
H -5.217 -1.090 0.274
N 2.011 -1.174 -0.443
H -5.165 0.308 -0.505